Entry 1:
The following is a quantum chemistry calculation of 14 unconnected molecules or ions with the total composition H28O14 at a distorted geometry, from OMol25.

Atoms and positions in Å:
O: 6.3540 0.6220 4.0740
H: 5.7390 0.1310 4.4520
H: 7.0320 0.0490 4.3450
O: 8.5970 4.1740 5.8190
H: 7.8560 4.7400 6.2190
H: 8.4840 3.2620 5.9310
O: 8.3240 -1.0600 4.9240
H: 8.9250 -1.3090 5.6150
H: 7.7910 -1.9020 4.8590
O: 7.7970 1.5240 6.2130
H: 8.6550 0.9920 5.8260
H: 7.1630 1.5280 5.3410
O: 8.6220 0.4920 1.5800
H: 9.5650 0.6120 1.4340
H: 8.5060 -0.2700 1.0540
O: 10.9380 4.7180 3.9260
H: 10.9960 3.7010 3.7160
H: 10.4290 4.5880 4.6030
O: 7.2580 2.8590 1.5530
H: 7.7690 3.5230 0.9570
H: 7.7980 2.0820 1.4620
O: 9.5990 1.5950 3.9250
H: 9.0590 0.9520 3.3900
H: 10.0460 2.3210 3.3410
O: 11.5100 0.3850 1.8330
H: 12.2620 -0.1770 1.3660
H: 11.9050 1.1920 2.0240
O: 11.1460 2.8460 1.9190
H: 12.0250 2.9730 1.6000
H: 10.6000 3.1990 1.2660
O: 9.7170 -2.1140 2.6270
H: 9.0700 -1.6640 3.3200
H: 9.4130 -1.8230 1.8440
O: 11.7300 -0.9410 4.7460
H: 12.0220 -0.0950 4.9330
H: 11.1600 -0.7450 4.0310
O: 9.0420 5.2110 1.6880
H: 9.6520 5.0290 2.3440
H: 8.3290 5.6330 2.2020
O: 10.8290 1.8340 6.6380
H: 10.9690 2.6850 7.0590
H: 10.4720 2.0670 5.7840

The HOMO energy comes out at -0.3794 Eh. Its HOMO-LUMO gap is 9.98 eV. Its charge is 0. For the LUMO energy, the calculation gives -0.339 eV.



Entry 2:
The following is a quantum chemistry calculation of 14 unconnected molecules or ions with the total composition H28O14 at a distorted geometry, from OMol25.

Atoms and positions in Å:
O: -1.5961 0.0043 4.0471
H: -0.8149 0.3373 4.5733
H: -1.5726 -1.0109 4.1829
O: 3.2221 1.2067 2.4948
H: 4.2131 1.0599 2.7964
H: 3.3843 1.9346 1.8458
O: -1.7139 -0.0407 0.8522
H: -1.9884 -0.8531 0.7896
H: -2.4103 0.5869 0.9237
O: 1.3266 3.9210 0.5907
H: 1.6923 3.8564 -0.3536
H: 1.0036 3.0705 0.7319
O: -0.7603 2.8522 -4.4919
H: 0.0142 3.3894 -4.4513
H: -0.5716 2.0708 -4.8586
O: 2.5732 0.2398 -3.0275
H: 2.9723 -0.5157 -2.5442
H: 1.9719 -0.3585 -3.4410
O: -3.8554 1.7373 0.9698
H: -3.8253 1.1140 0.1889
H: -3.0288 2.2238 0.8431
O: 0.7206 -2.2548 -3.1048
H: 1.1109 -1.8647 -2.2810
H: -0.2135 -2.2865 -2.8092
O: -1.3875 -2.6194 -0.8162
H: -1.5680 -3.5800 -0.9162
H: -0.6012 -2.5227 -0.3080
O: -3.1837 3.2674 -2.6950
H: -2.4725 3.7616 -3.1635
H: -3.2964 2.5042 -3.3860
O: 1.0703 -1.7841 4.3688
H: 1.5163 -2.5888 4.7051
H: 0.9958 -2.0980 3.4566
O: 0.9897 -0.9421 2.0153
H: 0.1317 -0.4003 1.9582
H: 1.5126 -0.3026 2.5164
O: 0.5812 -0.5349 -0.8351
H: 1.2410 -0.2037 -0.3059
H: -0.3687 -0.1730 -0.7320
O: 0.7735 -3.9858 -0.1580
H: 1.0753 -4.4105 -0.8266
H: 1.1369 -3.8074 0.6550

The HOMO energy comes out at -0.3954 Eh. Its HOMO-LUMO gap is 10.76 eV. Its charge is 0. For the LUMO energy, the calculation gives 0.003 eV.



Entry 3:
The following is a quantum chemistry calculation of 14 unconnected molecules or ions with the total composition H28O14 at a distorted geometry, from OMol25.

Atoms and positions in Å:
O: 0.5949 -0.9655 3.7325
H: 0.0053 -0.3403 4.1371
H: 0.5106 -0.5534 2.8789
O: 0.3940 -2.5899 -1.9892
H: 0.1244 -1.8359 -2.4657
H: -0.0943 -3.2146 -2.5235
O: 2.3556 2.2939 -0.4344
H: 3.2227 1.8863 -0.7104
H: 1.7106 1.5847 -0.4019
O: 0.8905 -2.1826 0.6218
H: 0.7516 -2.5354 -0.1861
H: 1.4413 -2.8399 1.0684
O: 0.2388 -0.2096 -3.4430
H: 1.0126 0.2673 -3.8493
H: 0.0640 0.4257 -2.7730
O: 0.4834 1.6091 2.5026
H: 0.9926 2.2116 3.0113
H: -0.0003 2.1362 1.8075
O: -2.3519 -1.5189 -0.4868
H: -2.5868 -2.4258 -0.4223
H: -2.0191 -1.4002 -1.3889
O: -3.2464 1.8820 1.1328
H: -2.6066 1.1856 1.4313
H: -4.1127 1.6398 1.4360
O: 0.4269 0.2597 -0.4966
H: -0.2010 0.4986 0.1733
H: 0.5325 -0.6448 -0.2795
O: 2.8320 -0.2145 1.5164
H: 3.3329 -0.8521 2.0476
H: 2.0264 -0.6326 1.3506
O: -2.3478 1.7586 -1.6962
H: -2.6655 1.8554 -0.8018
H: -2.5030 0.8594 -1.9844
O: -1.4705 -0.1050 1.4617
H: -1.6801 -0.5701 2.2634
H: -1.6825 -0.7037 0.7485
O: 3.1128 -1.6398 -2.2935
H: 2.1816 -1.6204 -2.3118
H: 3.2339 -2.4272 -2.6755
O: -0.6314 3.0875 0.2062
H: -1.2699 3.5805 0.7658
H: -1.0020 3.0002 -0.6797

The HOMO energy comes out at -0.3535 Eh. Its HOMO-LUMO gap is 9.17 eV. Its charge is 0. For the LUMO energy, the calculation gives -0.450 eV.



Entry 4:
The following is a quantum chemistry calculation of a molecular structure, H28O14 at a distorted geometry, from OMol25.

Atoms and positions in Å:
O: 0.7216 -3.2951 -2.0860
H: 0.3972 -4.1975 -2.1212
H: 1.0598 -3.0527 -2.9524
O: -0.6564 1.2499 3.8439
H: 0.1014 0.9518 4.3505
H: -0.3116 1.7135 3.0758
O: 1.7191 3.4846 -0.7986
H: 1.5096 4.0689 -0.0613
H: 0.8467 3.1689 -1.0746
O: 3.3271 1.7965 0.5400
H: 3.0341 2.2527 -0.2602
H: 2.8349 1.7457 1.3520
O: -1.6316 -0.8338 -2.9071
H: -1.5355 -1.4678 -2.2009
H: -1.1291 -0.8447 -3.7182
O: 0.5069 -0.8936 2.9162
H: -0.4374 -0.9305 2.7583
H: 0.8877 -1.6334 3.3880
O: 2.4613 0.8335 -0.8222
H: 2.4775 0.9779 0.1363
H: 3.3310 1.1659 -1.0542
O: 0.9285 1.4266 -3.5066
H: 1.7695 1.4255 -3.0393
H: 0.2788 1.6025 -2.8165
O: -1.9016 -3.0192 2.0436
H: -1.8825 -3.9436 1.7884
H: -1.3674 -2.5080 1.3892
O: -5.0391 2.2234 0.2396
H: -4.0796 2.1594 0.3487
H: -5.2530 1.3569 0.6099
O: -1.5626 1.8460 -2.0519
H: -1.5717 0.9266 -1.7799
H: -2.4559 2.1719 -2.1853
O: -0.2847 -2.3396 0.1652
H: -0.1901 -1.4858 -0.2800
H: 0.6640 -2.3880 0.3111
O: -2.6537 0.7375 1.0332
H: -2.3817 -0.0394 0.5473
H: -2.1482 0.8797 1.8419
O: 3.0872 -2.3985 0.7142
H: 4.0263 -2.4969 0.8528
H: 2.5032 -2.3976 1.4699

The HOMO energy comes out at -0.3513 Eh. Its HOMO-LUMO gap is 9.22 eV. Its charge is 0. For the LUMO energy, the calculation gives -0.336 eV.



Entry 5:
The following is a quantum chemistry calculation of a molecular structure, H28O14 at a distorted geometry, from OMol25.

Atoms and positions in Å:
H: -0.5085 -0.1750 -0.5958
H: -0.6615 -0.1000 0.8312
H: -0.5575 -4.2956 0.4979
H: -0.9500 -5.6398 -0.0603
H: 2.5384 2.2504 -2.2894
H: 2.8019 3.6396 -1.6793
H: -2.3274 -1.3879 -0.3523
H: -2.4416 -2.3888 -1.4366
H: 0.1557 -0.3763 3.4183
H: -0.7537 -1.3836 4.1539
H: 2.3720 -1.1941 1.3330
H: 1.0251 -1.8322 1.0579
H: -0.3550 -0.2445 -4.8619
H: 1.2879 -0.4239 -5.1628
H: 1.0015 1.6161 4.6580
H: 2.2552 0.9009 5.2058
H: -1.5724 1.1528 -3.1950
H: -1.7864 0.4257 -4.5506
H: -2.4421 1.1618 -0.6506
H: -1.6934 1.9100 0.3868
H: 1.9745 -2.6777 -1.8335
H: 1.3959 -1.5655 -2.8569
H: 2.3576 2.2477 0.7432
H: 1.1259 2.4735 1.5325
H: 1.4369 0.9291 0.5165
H: 1.4472 0.9310 1.9200
H: -3.9066 1.8308 1.1704
H: -3.1211 1.5263 2.5045
O: -0.3482 0.4572 0.1720
O: -0.1860 -5.0067 -0.0307
O: 2.1527 3.0257 -1.8357
O: -2.3133 -1.3725 -1.2934
O: -0.1946 -0.5263 4.3107
O: 1.6953 -1.3286 0.6248
O: 0.3609 -0.8337 -5.1588
O: 1.6953 1.0827 4.4488
O: -2.2645 0.8706 -3.8468
O: -2.5981 1.6879 0.1140
O: 1.2442 -2.1222 -2.0237
O: 1.9796 2.9597 1.3006
O: 1.9650 0.5892 1.1820
O: -3.2870 1.2063 1.6314

The HOMO energy comes out at -0.2878 Eh. Its HOMO-LUMO gap is 7.36 eV. Its charge is 0. For the LUMO energy, the calculation gives -0.473 eV.



Entry 6:
The following is a quantum chemistry calculation of a molecular structure, H28O14 at a distorted geometry, from OMol25.

Atoms and positions in Å:
O: 1.3496 -2.0297 0.7014
H: 0.4202 -1.9256 0.9057
H: 1.3966 -1.9470 -0.2511
O: -0.7687 -1.8050 0.8423
H: -0.9779 -0.9104 1.1109
H: -0.9381 -2.3351 1.6211
O: 0.1125 0.2431 0.0715
H: 0.9258 -0.2043 -0.1624
H: -0.5670 -0.2253 -0.4132
O: -0.9269 -1.3720 -1.2121
H: -0.8270 -1.6685 -0.3074
H: -1.5196 -2.0099 -1.6096
O: 2.7651 -0.5418 0.8252
H: 2.4534 0.0388 1.5195
H: 2.2557 -1.3444 0.9369
O: -2.0008 1.4216 -1.0857
H: -1.8448 1.5252 -0.1470
H: -1.4706 2.1059 -1.4941
O: 1.4065 -1.1096 -1.5825
H: 2.0282 -0.3820 -1.5652
H: 0.6555 -0.7721 -2.0706
O: 0.0831 -0.0514 -2.6347
H: -0.7163 -0.4846 -2.3354
H: -0.1371 0.2848 -3.5035
O: 1.2849 0.6995 1.9789
H: 0.5393 0.1017 2.0332
H: 1.0772 1.3990 2.5984
O: -1.0763 0.0399 2.1563
H: -1.4274 0.5946 1.4597
H: -1.1140 0.5870 2.9408
O: -2.9512 -1.5382 -0.0385
H: -3.6727 -1.5016 -0.6665
H: -2.2761 -0.9740 -0.4155
O: 0.3970 1.7909 -1.5639
H: 0.4056 1.2649 -0.7643
H: 0.7119 1.1970 -2.2453
O: 1.7832 2.0320 0.4723
H: 2.7272 2.0139 0.3149
H: 1.6443 1.3933 1.1716
O: -0.7887 2.1051 0.8608
H: -0.2007 1.4422 0.4988
H: -0.2210 2.8527 1.0483

The HOMO energy comes out at -0.3130 Eh. Its HOMO-LUMO gap is 8.30 eV. Its charge is 0. For the LUMO energy, the calculation gives -0.217 eV.



Entry 7:
The following is a quantum chemistry calculation of 15 unconnected molecules or ions with the total composition H28O18S at a distorted geometry, from OMol25.

Atoms and positions in Å:
S: 23.9680 42.2800 47.4360
O: 24.8420 42.5620 46.2520
O: 24.7400 42.3840 48.6500
O: 23.0070 43.3460 47.5030
O: 23.3590 40.9770 47.2290
O: 24.0280 42.5780 51.0490
H: 24.5000 42.4740 50.3070
H: 23.4840 41.8150 51.1590
O: 23.8130 44.1910 44.4140
H: 24.0840 43.6510 45.0750
H: 24.5540 44.5230 43.9130
O: 26.4320 44.0370 49.4520
H: 25.9710 43.2660 49.0440
H: 26.8650 43.7140 50.2330
O: 25.5580 41.2260 44.2270
H: 25.0950 41.6550 44.9900
H: 24.7030 40.9400 43.9220
O: 21.0280 43.3880 46.0140
H: 21.2580 42.4090 45.7690
H: 21.7660 43.3950 46.5890
O: 21.4950 40.0690 45.8480
H: 20.7590 40.2050 46.2600
H: 22.3610 40.4000 46.4160
O: 22.8940 45.8140 46.7840
H: 23.1160 45.6240 45.8120
H: 22.7530 44.9680 47.1300
O: 26.1570 40.2790 49.6430
H: 25.4870 39.6220 49.5520
H: 25.6400 41.1160 49.4700
O: 27.9960 41.1770 45.4170
H: 28.6010 40.9830 44.7640
H: 27.1120 41.2090 45.0130
O: 21.8830 40.7440 49.3560
H: 22.3830 40.4760 50.0030
H: 22.3890 40.7650 48.6270
O: 19.7410 43.7950 48.5190
H: 20.4920 44.2680 48.9950
H: 20.0970 43.6560 47.5450
O: 27.1390 44.0120 46.5220
H: 26.3070 43.5440 46.4520
H: 27.2300 44.0210 47.5450
O: 24.0070 38.5000 46.9370
H: 23.7690 39.4480 46.8910
H: 24.8380 38.1940 46.4970
O: 22.3100 44.4330 49.6590
H: 22.7890 44.0750 48.9280
H: 22.8300 43.7840 50.3550

The HOMO energy comes out at -0.1527 Eh. Its HOMO-LUMO gap is 9.09 eV. Its charge is -2. For the LUMO energy, the calculation gives 4.939 eV.



Entry 8:
The following is a quantum chemistry calculation of a molecular structure, H28O18SZn2 at a distorted geometry, from OMol25.

Atoms and positions in Å:
Zn: -2.3900 -0.2045 -2.1420
Zn: 1.2586 -2.8169 -0.2343
S: -0.0720 0.1385 0.0403
O: -0.9336 -0.0297 -1.1078
O: -0.9575 0.1061 1.2260
O: 0.7086 -1.0907 0.1034
O: 0.7233 1.3422 -0.0448
O: -1.8674 -2.0865 -2.6099
H: -1.2931 -2.5368 -1.9906
H: -2.3139 -2.7912 -3.0793
O: -2.4311 1.2075 3.2780
H: -1.8127 1.0581 2.5628
H: -2.8412 0.3548 3.4227
O: -0.3417 3.6695 -1.3540
H: 0.0279 2.8793 -0.9601
H: -0.4922 3.4336 -2.2694
O: 0.6796 -3.5175 1.5984
H: 0.2912 -2.9872 2.2942
H: 0.7090 -4.4034 1.9598
O: 1.9268 -2.0848 -2.0864
H: 2.0470 -1.1399 -1.9920
H: 1.8384 -2.2223 -3.0296
O: -3.2068 -0.8013 -0.3367
H: -3.4000 -1.7388 -0.3367
H: -2.7075 -0.6591 0.4675
O: 3.0185 1.2416 1.1298
H: 2.0916 1.3684 0.9275
H: 3.2918 0.5214 0.5616
O: -0.1129 -2.1298 3.6898
H: -0.4495 -2.3706 4.5529
H: -0.2751 -1.1889 3.6229
O: 0.8230 0.5704 3.0614
H: 0.2598 0.2618 2.3516
H: 1.1498 1.4172 2.7576
O: 2.7216 1.1424 -1.9285
H: 3.1990 1.9541 -2.1004
H: 2.1873 1.3367 -1.1584
O: 3.1330 -2.5247 0.4755
H: 3.2529 -2.0748 1.3118
H: 3.8623 -3.1429 0.4288
O: 0.9655 3.1240 1.9422
H: 0.5066 3.9638 1.9224
H: 0.8832 2.7845 1.0510
O: -1.4090 1.0842 -3.8468
H: -1.9788 1.2381 -4.6004
H: -0.6535 1.6524 -3.9972
O: -3.0476 1.8827 -1.9261
H: -3.1151 2.6445 -2.5018
H: -3.4543 2.1644 -1.1067

The HOMO energy (spin up / spin down) comes out at -0.3019 / -0.4403 Eh. As for the expectation value of S²: 0.751. The multiplicity is 2. Its HOMO-LUMO gap (spin up / spin down) is 3.96 / 7.62 eV. Its charge is +1. For the LUMO energy (spin up / spin down), the calculation gives -4.257 / -4.366 eV.



In a.u., the electronic energy values for the records above are, in order, -1070.036762; -1070.033483; -1070.125812; -1069.943647; -1069.809792; -1069.511557; -1769.341438; -5327.761155.